DFT (wB97M-V/def2-TZVPD) results for a structure of composition C21H33CrF5O27P3 at a distorted geometry.

XYZ file:
```
90
Properties=species:S:1:pos:R:3:lowdin_spin:R:1
Cr 2.328 7.303 8.944 3.744
P 2.862 5.415 10.235 0.023
O 3.968 6.084 9.402 0.063
O 3.219 4.237 11.193 0.007
O 1.731 5.347 9.154 0.026
O 2.382 6.744 10.841 0.014
C 6.576 4.700 11.525 0.000
C 6.714 6.170 10.964 0.001
O 8.066 6.246 10.560 0.000
C 8.700 5.175 10.969 0.000
O 9.917 5.111 11.225 0.000
O 7.827 4.148 11.243 0.000
F 6.442 7.203 11.755 0.000
H 5.803 4.188 10.952 0.000
H 6.376 4.645 12.595 0.000
H 6.006 6.329 10.151 0.001
C 3.651 5.181 14.233 0.000
C 3.835 6.640 14.074 0.000
O 5.219 6.832 14.475 0.000
C 5.498 5.883 15.307 0.000
O 6.550 5.820 15.966 0.000
O 4.435 4.960 15.350 0.000
F 2.957 7.365 14.578 0.000
H 3.933 4.603 13.353 0.000
H 2.669 4.817 14.536 0.000
H 3.731 6.772 12.997 0.000
C 3.626 2.355 8.603 0.000
C 3.678 3.184 7.318 0.000
O 3.350 2.243 6.290 0.000
C 2.933 1.091 6.830 0.000
O 2.668 0.042 6.255 0.000
O 2.755 1.269 8.116 0.000
F 4.962 3.462 7.023 0.000
H 3.163 2.842 9.461 0.000
H 4.592 1.913 8.844 0.000
H 3.029 4.041 7.502 0.000
C -0.134 3.642 11.013 0.000
C -0.413 3.152 12.429 0.000
O -1.224 2.000 12.159 0.000
C -1.560 2.098 10.744 0.000
O -2.131 1.193 10.195 0.000
O -1.216 3.164 10.298 0.000
F -1.217 4.073 12.886 0.000
H 0.842 3.190 10.833 0.000
H 0.233 4.644 10.792 0.000
H 0.443 3.024 13.091 0.000
C 4.560 0.021 12.945 0.000
C 4.798 1.412 12.494 0.000
O 5.841 1.227 11.563 0.000
C 5.904 -0.035 11.176 0.000
O 6.486 -0.368 10.124 0.000
O 5.279 -0.759 12.060 0.000
F 5.107 2.342 13.437 0.000
H 3.522 -0.291 13.059 0.000
H 5.230 -0.165 13.785 0.000
H 3.991 1.696 11.819 0.000
C 3.278 12.239 7.770 0.000
O 3.252 12.013 9.136 0.001
P 3.760 10.549 9.753 0.006
O 2.943 9.355 9.307 0.040
O 5.295 10.406 9.321 0.001
C 5.923 9.226 9.513 0.000
O 3.905 10.742 11.372 0.001
C 3.359 9.766 12.279 0.000
H 3.532 11.422 7.095 0.000
H 3.815 13.144 7.484 0.000
H 2.222 12.480 7.652 0.000
H 5.344 8.381 9.886 0.000
H 6.643 9.388 10.315 0.000
H 6.570 9.058 8.652 0.000
H 3.024 10.332 13.148 0.000
H 4.127 9.050 12.573 0.000
H 2.535 9.189 11.859 0.000
C 5.785 6.486 6.507 0.000
O 4.585 6.013 5.925 0.001
P 3.215 6.925 5.848 0.008
O 2.815 7.727 7.018 0.053
O 2.074 6.096 5.171 0.001
C 1.257 5.184 5.833 0.003
O 3.543 7.919 4.654 0.000
C 3.855 7.359 3.275 0.000
H 6.183 5.824 7.276 0.000
H 5.785 7.509 6.882 0.000
H 6.564 6.320 5.762 0.000
H 1.689 4.196 5.994 0.000
H 0.322 5.153 5.275 0.000
H 1.186 5.351 6.908 0.003
H 3.611 6.299 3.214 0.000
H 4.910 7.540 3.072 0.000
H 3.364 7.832 2.425 0.000
```

Calculated values
HOMO-LUMO gap (alpha / beta)	6.50 / 7.82	eV
maximum force	8.9	eV/A
spin multiplicity	5
net charge	-1
HOMO (alpha / beta)	-4.6 / -6.0	eV
relative energy (zero: lowest compared OMol25 entry of this formula, charge and spin)	6.408	eV
LUMO (alpha / beta)	1.86 / 1.82	eV